{
  "formula": "C3H6O2",
  "method": "ωB97M-V/def2-TZVPD",
  "elements": ["O", "C", "C", "C", "O", "H", "H", "H", "H", "H", "H"],
  "coordinates": [[-0.485, -0.402, 1.542], [-0.947, -0.656, 0.255], [-0.713, 0.644, -0.538], [0.626, 0.012, -0.759], [1.664, 0.353, 0.083], [-0.491, -1.250, 2.014], [0.142, -1.181, -0.431], [-0.700, 1.565, 0.051], [-1.347, 0.733, -1.423], [0.977, -0.192, -1.775], [1.275, 0.375, 0.982]],
  "forces_ev_per_a": [[-0.076, -0.447, -0.152], [0.220, 0.542, 0.041], [-0.106, -0.018, 0.026], [-0.346, -0.431, -0.032], [-0.374, -0.029, 0.281], [-0.056, 0.352, -0.154], [0.462, 0.226, -0.208], [0.032, -0.202, -0.075], [0.182, -0.045, 0.212], [-0.195, 0.012, 0.322], [0.256, 0.039, -0.261]],
  "nbo_charge": [-0.738, 0.092, -0.545, 0.032, -0.690, 0.496, 0.191, 0.229, 0.228, 0.217, 0.487],
  "energy_ev": -7299.388,
  "homo_ev": -8.36,
  "de_lowest_ev": 4.290,
  "largest_force_ev_per_a": 0.6
}